{"formula": "C4H3Br", "method": "the ωB97M-V functional and the def2-TZVPD basis", "elements": ["C", "C", "C", "C", "Br", "H", "H", "H"], "positions_angstrom": [[-2.225, -0.059, 0.092], [-1.080, 0.266, 0.071], [0.417, 0.561, 0.123], [1.274, -0.322, -0.435], [3.120, -0.081, 0.036], [-3.304, -0.364, 0.124], [0.654, 1.382, 0.893], [1.144, -1.382, -0.905]], "forces_ev_per_angstrom": [[-2.929, -0.736, 0.075], [3.550, 0.593, -0.160], [-2.430, -0.958, 0.720], [0.298, -0.760, 0.938], [-0.211, -0.048, -0.351], [1.922, 0.585, -0.083], [0.161, -1.294, -1.792], [-0.361, 2.618, 0.653]], "nbo_charge": [-0.216, -0.062, -0.286, -0.239, 0.029, 0.252, 0.260, 0.263], "e_above_lowest_kj_mol": 21.0, "smiles": "C#C/C=C/Br", "gap_ev": 9.82}


{"formula": "C4H3Br", "method": "the ωB97M-V functional and the def2-TZVPD basis", "elements": ["C", "C", "C", "C", "Br", "H", "H", "H"], "positions_angstrom": [[-0.001, 1.499, 0.459], [0.427, 2.711, 0.381], [-0.435, 0.302, 0.199], [0.300, -0.941, 0.154], [0.523, -1.471, -1.747], [-1.963, 0.407, -0.591], [-0.066, -1.823, 0.579], [1.216, -0.683, 0.566]], "forces_ev_per_angstrom": [[0.410, 1.037, 0.132], [-0.139, -0.541, 0.224], [-4.855, 0.735, -2.733], [-0.243, 0.077, -1.698], [0.040, 0.334, 0.588], [3.732, -0.664, 2.133], [-1.046, -0.913, 0.862], [2.101, -0.066, 0.493]], "nbo_charge": [-0.505, 0.206, 0.104, -0.503, 0.035, 0.169, 0.255, 0.240], "e_above_lowest_kj_mol": 442.4, "gap_ev": 7.87}


{"formula": "C4H3Br2NO2S", "method": "the ωB97M-V functional and the def2-TZVPD basis", "elements": ["C", "C", "C", "C", "N", "O", "O", "S", "Br", "Br", "H", "H", "H"], "positions_angstrom": [[-0.198, 0.550, 0.733], [-0.361, -0.450, -0.138], [0.749, 0.827, 1.652], [3.046, 0.342, 0.330], [2.604, 1.582, -0.196], [1.749, 2.401, 0.323], [3.178, 1.891, -1.193], [2.216, -0.130, 1.951], [0.831, -2.339, -0.371], [4.643, -0.380, -0.073], [-1.060, 1.288, 0.556], [-1.175, -0.584, -0.846], [0.705, 1.367, 2.555]], "forces_ev_per_angstrom": [[-2.754, 0.470, -1.468], [0.927, -2.881, -1.172], [2.113, -1.479, 2.322], [-2.689, -0.177, 4.029], [-0.867, 2.116, 1.081], [1.860, -2.275, -0.446], [0.994, 0.534, -2.403], [0.893, 0.604, -3.120], [-1.541, 2.654, 0.410], [0.411, -0.166, -0.400], [1.304, -0.860, 0.622], [0.429, 0.048, 0.262], [-1.080, 1.411, 0.282]], "nbo_charge": [-0.384, -0.063, -0.255, -0.151, 0.390, -0.416, -0.327, 0.353, -0.136, 0.275, 0.271, 0.216, 0.229], "gap_ev": [7.84, 7.47], "multiplicity": 3}


{"formula": "C4H3BrO", "method": "the ωB97M-V functional and the def2-TZVPD basis", "elements": ["C", "C", "C", "C", "O", "Br", "H", "H", "H"], "positions_angstrom": [[0.742, 2.411, 0.265], [0.485, 1.234, 0.107], [0.118, -1.586, -0.218], [-0.590, -0.292, 0.059], [-0.267, -1.164, 1.092], [-2.353, 0.173, -0.311], [1.154, 3.291, 0.215], [-0.427, -2.524, -0.770], [1.137, -1.544, -0.440]], "forces_ev_per_angstrom": [[-1.617, -5.597, -0.413], [-3.173, -2.524, 0.151], [-3.099, -0.937, -1.551], [4.335, 1.922, 0.516], [-0.542, 0.112, -0.375], [-0.285, -0.050, -0.044], [1.859, 4.443, 0.033], [0.963, 2.482, 1.792], [1.558, 0.148, -0.108]], "nbo_charge": [-0.252, -0.060, -0.108, 0.140, -0.465, 0.145, 0.205, 0.199, 0.197], "e_above_lowest_kj_mol": 384.5, "smiles": "C#C[C@@]1(Br)CO1", "gap_ev": 10.87}


{"formula": "C4H3Cl2F3", "method": "the ωB97M-V functional and the def2-TZVPD basis", "elements": ["C", "C", "C", "C", "F", "F", "F", "Cl", "Cl", "H", "H", "H"], "positions_angstrom": [[1.120, 1.451, 0.225], [0.241, 2.337, -0.283], [0.190, -2.074, -0.050], [-1.068, -1.747, 0.033], [0.977, 1.024, 1.479], [-0.570, 3.019, 0.386], [0.189, 2.683, -1.572], [-1.973, -1.550, 1.481], [-2.193, -1.611, -1.284], [0.583, -2.336, -1.024], [0.653, -2.075, 0.953], [1.850, 0.880, -0.343]], "forces_ev_per_angstrom": [[-0.933, 0.211, -1.456], [2.995, -2.008, -1.414], [0.284, 0.042, 0.949], [-2.106, 0.018, -0.373], [0.044, 0.215, 0.754], [-2.223, 1.435, 1.823], [0.398, -0.270, 0.385], [0.409, 0.219, 0.684], [0.474, -0.055, -0.520], [0.490, 0.147, 0.359], [0.472, -0.335, -1.097], [-0.305, 0.381, -0.094]], "nbo_charge": [0.030, 0.677, -0.460, -0.078, -0.318, -0.269, -0.306, 0.036, 0.017, 0.241, 0.244, 0.188], "e_above_lowest_kj_mol": 57.4, "smiles": "C=C(Cl)Cl.FC=C(F)F", "gap_ev": 10.36}


{"formula": "C4H3Cl2N", "method": "the ωB97M-V functional and the def2-TZVPD basis", "elements": ["C", "C", "C", "C", "H", "H", "H", "N", "Cl", "Cl"], "positions_angstrom": [[-0.621, -0.877, 0.045], [-1.101, 0.383, -0.079], [1.107, 0.483, 0.139], [0.827, -0.857, 0.311], [-2.268, 0.517, -0.103], [-0.116, 2.387, -0.330], [2.093, 0.918, 0.153], [0.032, 1.285, -0.070], [-1.822, -2.108, 0.021], [1.867, -2.130, -0.086]], "forces_ev_per_angstrom": [[0.312, 0.234, 0.844], [-0.792, 1.020, -0.208], [1.764, 0.776, 0.285], [-2.875, 1.470, -1.905], [2.853, 0.692, -0.151], [1.180, -4.101, 1.196], [0.082, -0.013, -0.141], [-3.644, 1.322, -0.501], [0.479, -0.797, 0.123], [0.641, -0.603, 0.459]], "nbo_charge": [-0.129, -0.108, -0.015, -0.196, 0.245, 0.455, 0.216, -0.538, 0.021, 0.048], "e_above_lowest_kj_mol": 137.8, "smiles": "Clc1c[nH]cc1Cl", "gap_ev": 9.26}


{"formula": "C4H3Cl2N3", "method": "the ωB97M-V functional and the def2-TZVPD basis", "elements": ["Cl", "Cl", "N", "N", "C", "C", "C", "C", "N", "H", "H", "H"], "positions_angstrom": [[3.306, 0.424, 0.499], [-1.875, -0.124, 1.901], [1.269, 1.009, -1.078], [-0.939, 0.780, -0.517], [0.030, 0.936, -1.420], [1.612, 0.786, 0.187], [-0.671, 0.624, 0.812], [0.620, 0.639, 1.207], [0.952, 0.210, 2.548], [-0.320, 1.130, -2.445], [0.148, -0.183, 3.027], [1.710, -0.404, 2.552]], "forces_ev_per_angstrom": [[-0.938, 0.427, 0.116], [0.309, 1.047, -1.030], [3.208, -0.556, 0.832], [-1.488, -0.552, 1.695], [-2.692, 1.117, 1.251], [-1.172, 0.018, -0.538], [-1.166, -0.633, -3.757], [2.984, -1.628, 2.639], [-1.344, 1.839, -1.567], [0.524, -0.308, 0.423], [0.298, 0.146, -0.181], [1.475, -0.918, 0.116]], "nbo_charge": [0.025, 0.001, -0.439, -0.438, 0.233, 0.207, 0.193, 0.041, -0.795, 0.200, 0.390, 0.382], "e_above_lowest_kj_mol": 64.1, "smiles": "Nc1c(Cl)ncnc1Cl", "gap_ev": 9.31}


Number 1: M 131.0 g/mol. Number 2: M 131.0 g/mol. Number 3: M 288.9 g/mol. Number 4: M 147.0 g/mol. Number 5: M 179.0 g/mol. Number 6: M 136.0 g/mol. Number 7: M 164.0 g/mol.